Entry 1:
{"formula": "C4H10N3", "method": "ωB97M-V with the def2-TZVPD basis set", "lumo_ev": -4.3377, "charge": 1, "homo_lumo_gap_ev": 8.20, "homo_energy_ev": -12.5, "species": ["C", "C", "C", "C", "N", "N", "N", "H", "H", "H", "H", "H", "H", "H", "H", "H", "H"], "coordinates": [[-0.393, -1.325, 1.037], [0.090, -0.064, 0.847], [-0.370, 0.705, -0.239], [0.138, 2.032, -0.657], [-0.690, -2.404, 1.423], [1.072, 0.366, 1.748], [-1.316, 0.093, -1.034], [0.557, -1.632, -1.171], [0.918, 1.970, -1.410], [0.534, 2.777, 0.174], [-0.810, 2.422, -1.177], [-0.808, -3.406, 1.523], [1.986, 0.605, 1.239], [1.295, -0.304, 2.508], [-1.575, 0.751, -1.831], [-1.556, -0.802, -1.103], [0.929, -1.783, -1.877]]}

***

Entry 2:
{"formula": "C17H18Br2F2O2", "method": "ωB97M-V with the def2-TZVPD basis set", "lumo_ev": 0.4604, "homo_lumo_gap_ev": 9.81, "homo_energy_ev": -9.3, "species": ["C", "C", "Br", "C", "Br", "C", "O", "C", "O", "H", "H", "H", "H", "H", "H", "H", "H", "F", "C", "C", "C", "C", "C", "C", "H", "H", "H", "H", "H", "F", "C", "C", "C", "C", "C", "C", "H", "H", "H", "H", "H"], "coordinates": [[3.354, -3.028, -0.777], [2.975, -2.100, -1.933], [2.351, -3.141, -3.466], [1.961, -1.006, -1.588], [2.820, 0.210, -0.326], [0.631, -1.393, -0.943], [-0.208, -2.062, -1.883], [-0.634, -3.290, -1.554], [-1.206, -3.997, -2.333], [2.495, -3.243, -0.136], [3.727, -3.979, -1.163], [4.142, -2.574, -0.169], [3.867, -1.594, -2.306], [1.747, -0.418, -2.483], [0.120, -0.476, -0.636], [0.771, -1.996, -0.040], [-0.462, -3.587, -0.508], [-1.941, -2.076, 0.821], [-3.269, -2.181, 1.081], [-4.044, -2.959, 0.245], [-5.400, -3.063, 0.517], [-5.953, -2.395, 1.602], [-5.146, -1.619, 2.423], [-3.787, -1.507, 2.166], [-3.592, -3.466, -0.598], [-6.026, -3.669, -0.124], [-7.011, -2.480, 1.806], [-5.575, -1.097, 3.267], [-3.138, -0.911, 2.793], [2.064, 8.049, 1.082], [2.134, 6.732, 0.801], [1.341, 6.224, -0.209], [1.419, 4.869, -0.494], [2.275, 4.047, 0.226], [3.060, 4.585, 1.236], [2.995, 5.939, 1.531], [0.679, 6.883, -0.755], [0.807, 4.454, -1.285], [2.330, 2.990, -0.002], [3.728, 3.948, 1.802], [3.600, 6.380, 2.312]]}

***

Entry 3:
{"formula": "C33H53N2O2P2Sr", "method": "ωB97M-V with the def2-TZVPD basis set", "lumo_ev": -2.4374, "charge": 1, "homo_lumo_gap_ev": 6.90, "homo_energy_ev": -9.3, "species": ["C", "C", "C", "C", "C", "H", "H", "H", "N", "P", "P", "C", "H", "H", "C", "H", "C", "C", "C", "C", "C", "H", "H", "H", "C", "H", "H", "H", "C", "H", "H", "H", "C", "H", "H", "H", "C", "H", "H", "H", "C", "H", "H", "H", "C", "H", "H", "H", "C", "H", "H", "H", "C", "H", "H", "H", "C", "H", "H", "H", "C", "H", "H", "H", "C", "H", "H", "H", "Sr", "C", "O", "N", "C", "C", "C", "C", "C", "H", "C", "H", "C", "H", "H", "H", "C", "C", "O", "H", "H", "H", "H", "H", "H"], "coordinates": [[-0.859, 1.182, 2.609], [-2.311, 1.309, 0.809], [-1.879, 1.523, 3.503], [-3.328, 1.821, 1.625], [-3.127, 1.883, 3.000], [-1.648, 1.536, 4.569], [-4.271, 2.116, 1.165], [-3.926, 2.216, 3.656], [-1.086, 0.985, 1.297], [1.857, 1.123, 1.851], [-2.263, -0.540, -1.399], [0.562, 1.017, 3.152], [0.746, 1.780, 3.928], [0.632, 0.043, 3.668], [-2.567, 1.114, -0.666], [-3.556, 1.485, -0.976], [-2.555, -0.291, -3.293], [-3.653, -1.609, -0.701], [2.204, 3.000, 1.789], [3.242, 0.020, 2.548], [-1.165, -0.106, -3.935], [-0.487, -0.943, -3.698], [-1.288, -0.086, -5.028], [-0.681, 0.833, -3.636], [-3.194, -1.537, -3.920], [-2.623, -2.449, -3.708], [-4.238, -1.680, -3.614], [-3.198, -1.400, -5.012], [-3.434, 0.924, -3.608], [-3.525, 0.990, -4.704], [-4.451, 0.831, -3.207], [-2.998, 1.866, -3.257], [-3.339, -3.076, -1.082], [-2.274, -3.316, -0.940], [-3.919, -3.739, -0.423], [-3.618, -3.313, -2.115], [-3.640, -1.518, 0.835], [-2.654, -1.752, 1.248], [-3.952, -0.530, 1.186], [-4.361, -2.255, 1.219], [-5.033, -1.165, -1.221], [-5.053, -0.138, -1.609], [-5.416, -1.844, -1.995], [-5.756, -1.201, -0.391], [4.411, 0.012, 1.548], [5.175, -0.691, 1.908], [4.100, -0.322, 0.545], [4.886, 0.997, 1.447], [2.688, -1.411, 2.701], [1.938, -1.485, 3.498], [2.247, -1.803, 1.775], [3.524, -2.074, 2.971], [3.721, 0.508, 3.918], [4.389, -0.262, 4.334], [4.304, 1.434, 3.857], [2.892, 0.648, 4.627], [0.897, 3.735, 1.438], [1.104, 4.818, 1.420], [0.519, 3.448, 0.444], [0.107, 3.562, 2.179], [3.230, 3.283, 0.676], [2.848, 2.996, -0.315], [3.429, 4.366, 0.656], [4.187, 2.770, 0.839], [2.729, 3.522, 3.133], [2.070, 3.276, 3.976], [3.742, 3.163, 3.352], [2.784, 4.620, 3.069], [0.725, 0.075, -0.762], [-0.318, -2.056, 0.506], [-0.392, -3.003, 1.157], [-0.234, 1.998, -1.709], [-1.375, 2.388, -1.474], [-1.983, 3.717, -1.673], [-1.163, 4.549, -2.431], [-3.224, 4.161, -1.197], [-1.603, 5.812, -2.809], [-0.184, 4.163, -2.726], [-3.666, 5.434, -1.574], [-3.832, 3.539, -0.539], [-2.866, 6.252, -2.388], [-0.957, 6.433, -3.428], [-4.641, 5.788, -1.231], [-3.221, 7.236, -2.693], [3.593, -3.494, -1.682], [2.216, -2.910, -1.938], [2.252, -1.452, -2.021], [4.285, -3.282, -2.507], [3.513, -4.583, -1.593], [4.030, -3.117, -0.746], [1.790, -3.277, -2.878], [1.509, -3.140, -1.136], [2.961, -1.218, -2.643]]}